# 1
Here is a cluster of 2 separate species, C5H14O in total in a non-equilibrium geometry from the OMol25 dataset. Energies are from ωB97M-V/def2-TZVPD.

CARTESIAN COORDINATES (ANGSTROEM)
C  1.271  0.929  -2.409
C  0.285  1.996  -1.892
C  -0.011  1.852  -0.410
H  1.731  1.265  -3.330
H  0.789  -0.020  -2.606
H  2.106  0.930  -1.703
H  0.799  2.943  -2.051
H  -0.618  2.146  -2.486
H  -0.741  1.072  -0.169
H  0.817  1.431  0.179
H  -0.308  2.782  0.061
C  0.326  -2.459  1.767
C  -0.584  -1.499  0.994
O  -1.450  -0.738  1.834
H  1.363  -2.152  1.885
H  0.220  -3.497  1.452
H  -0.024  -2.470  2.801
H  0.041  -0.794  0.460
H  -1.155  -2.113  0.309
H  -1.176  -0.867  2.751

spin multiplicity: 1
HOMO: -10.320 eV
LUMO: 0.037 Eh
ΔE to the lowest compared entry with this formula, charge and spin: 104.0 kJ/mol
energy: -7458.7078 eV
SMILES string: CCC.CCO

# 2
Here is the molecule C9H10NP in a non-equilibrium geometry from the OMol25 dataset. Energies are from ωB97M-V/def2-TZVPD.

CARTESIAN COORDINATES (ANGSTROEM)
C  -2.935  -0.867  0.444
C  -3.091  0.488  0.772
C  -1.650  -1.376  0.096
C  -2.048  1.337  0.430
C  -0.662  -0.548  -0.242
C  -0.885  0.799  -0.045
C  3.109  -1.261  0.160
C  2.380  0.907  0.685
C  1.849  1.120  -0.812
N  3.023  -0.370  0.959
P  0.282  2.017  -0.761
H  -3.819  -1.471  0.284
H  -4.105  0.730  1.083
H  -1.710  -2.437  -0.232
H  -2.025  2.467  0.491
H  0.220  -0.887  -0.791
H  3.411  -2.301  0.439
H  3.149  1.502  0.895
H  1.647  1.095  1.441
H  2.530  1.606  -1.496
H  1.656  0.094  -1.251

spin multiplicity: 1
HOMO (spin up / spin down): -7.442 / -7.924 eV
LUMO (spin up / spin down): -0.006 / -0.030 Eh
ΔE to the lowest compared entry with this formula, charge and spin: 300.0 kJ/mol
energy: -20269.1877 eV

# 3
Here is a structure of composition C39H30Cl3F2GeN11O7V in a non-equilibrium geometry from the OMol25 dataset. Energies are from ωB97M-V/def2-TZVPD.

CARTESIAN COORDINATES (ANGSTROEM)
V  -1.057  -1.134  0.053
C  0.837  1.599  -4.814
C  -0.461  1.625  -4.088
N  -0.656  1.244  -2.851
C  -1.999  1.384  -2.619
C  -2.622  1.895  -3.735
N  -1.625  2.032  -4.653
C  -3.996  2.308  -4.103
O  -4.922  2.230  -3.178
O  -4.220  2.715  -5.225
C  -2.591  0.944  -1.333
O  -3.752  1.209  -1.028
O  -1.811  0.258  -0.572
H  1.647  1.490  -4.098
H  0.979  2.505  -5.406
H  0.865  0.731  -5.477
H  -1.793  2.326  -5.601
H  -4.542  1.893  -2.306
C  3.441  -1.799  4.223
N  2.749  -1.213  3.107
C  1.441  -0.932  2.987
N  1.195  -0.457  1.794
C  2.425  -0.452  1.203
N  3.400  -0.890  1.970
C  4.401  -0.927  5.008
C  5.203  -1.610  5.914
C  6.116  -0.940  6.703
C  6.258  0.425  6.584
C  5.476  1.130  5.672
C  4.531  0.456  4.884
C  5.747  2.571  5.594
N  6.599  3.195  6.331
N  6.598  4.511  5.927
C  5.742  4.610  4.974
O  5.151  3.411  4.702
C  5.439  5.837  4.233
C  6.171  6.977  4.566
C  5.945  8.161  3.892
C  4.991  8.217  2.889
C  4.256  7.090  2.551
C  3.249  7.194  1.430
N  2.145  6.280  1.580
C  1.861  5.153  0.904
N  0.756  4.619  1.362
C  0.387  5.483  2.343
N  1.198  6.508  2.512
C  4.482  5.894  3.225
H  4.009  -2.643  3.834
H  2.675  -2.181  4.897
H  0.715  -1.106  3.769
H  2.595  -0.136  0.186
H  5.112  -2.689  6.000
H  6.729  -1.493  7.405
H  6.976  0.967  7.184
H  3.926  1.009  4.174
H  6.909  6.910  5.354
H  6.511  9.046  4.152
H  4.810  9.151  2.366
H  3.728  6.988  0.473
H  2.847  8.204  1.398
H  2.464  4.772  0.091
H  -0.506  5.359  2.937
H  3.910  5.006  2.977
F  -2.525  -0.703  5.313
C  -2.674  -1.297  4.106
C  -1.991  -0.800  3.014
C  -2.141  -1.417  1.776
C  -2.997  -2.528  1.658
C  -3.654  -2.986  2.787
F  -4.490  -4.049  2.721
C  -3.503  -2.395  4.027
C  -3.205  -3.008  0.271
C  -4.000  -4.071  -0.130
C  -4.248  -4.264  -1.482
C  -3.724  -3.379  -2.401
C  -2.885  -2.384  -1.938
N  -2.593  -2.228  -0.647
H  -1.350  0.068  3.133
H  -4.036  -2.772  4.890
H  -4.434  -4.726  0.608
H  -4.856  -5.099  -1.808
H  -3.903  -3.473  -3.462
H  -2.420  -1.699  -2.634
C  0.293  -4.562  1.544
C  0.816  -3.417  0.717
O  1.950  -3.371  0.293
O  -0.068  -2.464  0.495
H  1.097  -4.997  2.136
H  -0.081  -5.316  0.848
H  -0.529  -4.231  2.180
Cl  -0.186  -4.140  -2.284
Ge  0.520  -1.929  -2.434
Cl  -0.536  -1.703  -4.521
Cl  2.504  -2.435  -3.332

total charge: -1
spin multiplicity: 3
HOMO (spin up / spin down): -5.135 / -5.693 eV
LUMO (spin up / spin down): 0.046 / 0.046 Eh
ΔE to the lowest compared entry with this formula, charge and spin: 148.7 kJ/mol
energy: -196868.5096 eV

# 4
Here is the molecule C4H10N2O in a non-equilibrium geometry from the OMol25 dataset. Energies are from ωB97M-V/def2-TZVPD.

CARTESIAN COORDINATES (ANGSTROEM)
N  -1.741  2.277  0.184
C  -0.345  1.870  -0.115
C  0.128  0.584  0.557
C  -0.044  -0.627  -0.381
N  0.943  -0.539  -1.488
C  0.135  -1.929  0.352
O  1.084  -2.134  1.064
H  -2.404  1.574  -0.120
H  -1.821  2.354  1.194
H  0.263  2.715  0.195
H  -0.266  1.796  -1.201
H  -0.441  0.346  1.451
H  1.179  0.669  0.829
H  -1.034  -0.532  -0.827
H  1.846  -0.383  -1.040
H  1.072  -1.446  -1.936
H  -0.609  -2.739  0.218

spin multiplicity: 1
HOMO: -9.442 eV
LUMO: 0.031 Eh
ΔE to the lowest compared entry with this formula, charge and spin: 174.9 kJ/mol
energy: -9337.1747 eV
SMILES string: NCC[C@@H](N)C=O

# 5
Here is a cluster of 7 separate species, C29H70NO13PS2 in total in a non-equilibrium geometry from the OMol25 dataset. Energies are from ωB97M-V/def2-TZVPD.

CARTESIAN COORDINATES (ANGSTROEM)
C  -2.490  -1.015  1.284
C  -2.146  0.441  0.689
C  -2.951  0.791  -0.646
O  -2.527  0.036  -1.806
C  -2.900  0.655  -3.033
C  -4.518  0.781  -3.142
C  -5.219  -0.686  -3.136
C  -6.657  -0.634  -2.430
S  -7.209  -2.377  -2.093
O  -2.664  -0.423  -4.025
S  -2.531  0.326  -5.512
O  -1.384  -0.058  -6.392
O  -3.773  0.098  -6.326
O  -2.559  1.954  -5.010
C  -2.071  1.887  -3.611
C  -0.483  1.797  -3.832
C  0.265  0.592  -3.090
C  1.548  0.240  -4.014
N  1.645  -0.948  -4.861
O  2.518  1.046  -4.056
P  -2.325  3.628  -2.924
O  -3.813  4.025  -3.004
H  -1.889  -1.258  2.223
H  -3.592  -0.967  1.612
H  -2.365  -1.797  0.465
H  -2.494  1.190  1.489
H  -1.014  0.607  0.595
H  -2.940  1.921  -0.770
H  -4.047  0.495  -0.439
H  -4.838  1.248  -4.144
H  -4.954  1.475  -2.342
H  -5.348  -0.966  -4.246
H  -4.597  -1.474  -2.605
H  -6.520  -0.115  -1.418
H  -7.411  -0.037  -3.043
H  -6.600  -3.246  -2.994
H  -0.159  1.768  -4.934
H  -0.025  2.772  -3.419
H  -0.328  -0.371  -3.002
H  0.709  0.952  -2.097
H  1.330  -0.750  -5.829
H  1.105  -1.736  -4.483
H  -1.467  4.572  -3.593
H  -1.864  3.598  -1.547
C  -3.969  -0.769  6.800
C  -3.019  -0.808  5.613
C  -1.588  -1.069  6.057
O  -3.079  0.434  4.916
H  -3.698  0.036  7.490
H  -4.990  -0.569  6.467
H  -3.958  -1.716  7.346
H  -3.335  -1.588  4.915
H  -1.234  -0.275  6.721
H  -0.916  -1.083  5.194
H  -1.505  -2.025  6.580
H  -2.801  1.132  5.525
C  7.073  1.802  -1.868
C  5.846  1.411  -1.059
C  5.382  0.005  -1.402
O  4.792  2.335  -1.319
H  6.853  1.792  -2.940
H  7.389  2.819  -1.620
H  7.906  1.120  -1.677
H  6.076  1.473  0.009
H  5.103  -0.067  -2.458
H  4.493  -0.258  -0.823
H  6.164  -0.731  -1.197
H  4.580  2.288  -2.262
C  0.636  2.489  -10.236
C  1.525  1.755  -9.244
C  1.653  0.283  -9.602
O  0.977  1.879  -7.934
H  -0.376  2.072  -10.236
H  0.543  3.543  -9.960
H  1.039  2.427  -11.250
H  2.516  2.217  -9.227
H  0.677  -0.211  -9.580
H  2.286  -0.235  -8.875
H  2.087  0.154  -10.597
H  0.099  1.473  -7.937
C  2.379  -1.626  5.116
C  1.698  -2.159  3.865
C  2.464  -3.333  3.274
O  1.606  -1.117  2.895
H  3.388  -1.266  4.889
H  1.824  -0.776  5.522
H  2.450  -2.398  5.886
H  0.678  -2.470  4.106
H  3.475  -3.032  2.982
H  1.969  -3.697  2.370
H  2.537  -4.156  3.989
H  2.503  -0.835  2.675
C  8.296  -3.280  -1.069
C  8.274  -2.968  0.419
C  9.243  -1.848  0.765
O  8.621  -4.139  1.154
H  9.291  -3.611  -1.384
H  7.604  -4.093  -1.302
H  8.017  -2.404  -1.661
H  7.261  -2.684  0.719
H  10.270  -2.130  0.514
H  9.224  -1.642  1.838
H  8.992  -0.929  0.228
H  9.514  -4.399  0.895
C  -6.982  0.757  10.159
C  -5.519  1.131  10.337
C  -5.326  2.056  11.529
O  -5.047  1.775  9.155
H  -7.593  1.646  9.975
H  -7.108  0.102  9.293
H  -7.370  0.245  11.044
H  -4.923  0.225  10.474
H  -5.880  2.990  11.392
H  -4.272  2.325  11.638
H  -5.664  1.583  12.455
H  -5.568  2.577  9.024

spin multiplicity: 1
HOMO: -9.088 eV
LUMO: 0.006 Eh
ΔE to the lowest compared entry with this formula, charge and spin: 414.1 kJ/mol
energy: -90270.1262 eV
SMILES string: CCCO[C@]1(CCCS)OS(=O)(=O)O[C@@]1(CCC(N)=O)[PH2]=O.CC(C)O.CC(C)O.CC(C)O.CC(C)O.CC(C)O.CC(C)O

# 6
Here is a cluster of 5 separate species, C11H22Br8FNO3S in total in a non-equilibrium geometry from the OMol25 dataset. Energies are from ωB97M-V/def2-TZVPD.

CARTESIAN COORDINATES (ANGSTROEM)
O  4.375  0.715  0.606
S  3.107  0.949  0.002
O  3.072  0.972  -1.416
F  2.623  2.311  0.561
N  2.082  -0.193  0.536
C  0.800  -0.312  -0.196
C  0.004  0.990  -0.123
C  -1.287  0.869  0.651
O  0.003  1.573  1.114
H  1.893  -0.091  1.529
H  0.189  -1.034  0.330
H  0.943  -0.543  -1.248
H  -0.018  1.631  -0.996
H  -1.868  1.781  0.646
H  -1.302  0.193  1.498
Br  7.875  2.128  5.392
C  7.444  0.925  3.922
C  5.988  0.991  3.552
Br  4.876  0.043  4.841
H  7.756  -0.068  4.228
H  8.059  1.259  3.089
H  5.811  0.494  2.601
H  5.610  2.007  3.500
Br  0.366  -0.794  -3.670
C  -1.281  -1.811  -3.465
C  -2.480  -1.023  -3.917
Br  -2.978  0.327  -2.612
H  -1.341  -2.106  -2.421
H  -1.149  -2.696  -4.083
H  -3.349  -1.672  -4.007
H  -2.316  -0.507  -4.857
Br  -1.559  -1.937  2.899
C  -0.689  -3.668  3.124
C  0.580  -3.784  2.323
Br  0.210  -4.082  0.435
H  -1.421  -4.422  2.855
H  -0.474  -3.735  4.188
H  1.149  -4.653  2.642
H  1.206  -2.899  2.389
Br  -4.745  3.430  -4.413
C  -6.594  3.300  -3.824
C  -6.748  2.360  -2.659
Br  -6.653  0.498  -3.213
H  -7.178  2.997  -4.687
H  -6.873  4.311  -3.534
H  -7.732  2.474  -2.210
H  -5.985  2.500  -1.899

spin multiplicity: 1
HOMO: -9.925 eV
LUMO: 0.009 Eh
ΔE to the lowest compared entry with this formula, charge and spin: 0.0 kJ/mol
energy: -593287.0811 eV
SMILES string: O=S(=O)(F)NC[C@H]1CO1.BrCCBr.BrCCBr.BrCCBr.BrCCBr

# 7
Here is a cluster of 2 separate species, C4H5Br in total in a non-equilibrium geometry from the OMol25 dataset. Energies are from ωB97M-V/def2-TZVPD.

CARTESIAN COORDINATES (ANGSTROEM)
C  0.978  0.437  0.166
C  1.595  1.522  -0.221
C  0.114  -0.574  0.282
C  -1.770  -0.972  -0.454
Br  -3.093  0.123  0.291
H  2.483  1.869  0.082
H  1.240  2.009  -1.015
H  0.630  -1.560  -0.190
H  -0.437  -0.940  1.054
H  -1.740  -1.914  0.005

spin multiplicity: 1
HOMO (spin up / spin down): -8.337 / -7.973 eV
LUMO (spin up / spin down): -0.034 / -0.030 Eh
ΔE to the lowest compared entry with this formula, charge and spin: 539.3 kJ/mol
energy: -74264.3726 eV

# 8
Here is a structure of composition C22H42N4O2P2RhS3 in a non-equilibrium geometry from the OMol25 dataset. Energies are from ωB97M-V/def2-TZVPD.

CARTESIAN COORDINATES (ANGSTROEM)
Rh  0.265  0.461  -0.776
N  -1.912  3.243  -3.443
C  -0.977  2.497  -2.840
S  -1.384  0.844  -2.472
N  0.187  3.024  -2.587
N  1.022  2.197  -1.930
C  2.253  2.506  -1.798
C  3.124  1.568  -1.103
C  4.486  1.778  -0.964
C  5.252  0.826  -0.308
C  4.635  -0.320  0.167
C  3.271  -0.466  -0.030
N  2.533  0.461  -0.633
H  -2.756  2.807  -3.767
H  -1.673  4.166  -3.768
H  2.655  3.427  -2.209
H  4.930  2.673  -1.378
H  6.317  0.968  -0.188
H  5.199  -1.097  0.661
H  2.749  -1.357  0.300
C  1.034  0.335  2.624
C  -0.340  1.018  2.595
C  -0.471  1.967  3.787
P  -0.683  1.757  0.928
C  -2.532  1.785  0.778
C  -3.061  0.386  0.437
C  -3.293  2.294  2.006
C  -0.082  3.499  0.816
C  1.409  3.546  1.183
C  -0.863  4.570  1.576
H  1.115  -0.293  3.512
H  1.841  1.070  2.647
H  1.172  -0.307  1.759
H  -1.103  0.234  2.663
H  0.332  2.703  3.797
H  -0.392  1.384  4.707
H  -1.423  2.489  3.814
H  -2.713  2.444  -0.079
H  -3.013  -0.264  1.314
H  -2.493  -0.081  -0.357
H  -4.104  0.454  0.124
H  -3.158  1.611  2.845
H  -4.357  2.313  1.768
H  -3.000  3.292  2.319
H  -0.177  3.712  -0.254
H  1.544  3.557  2.264
H  1.865  4.452  0.782
H  1.945  2.687  0.783
H  -0.858  4.393  2.650
H  -1.889  4.648  1.225
H  -0.379  5.533  1.401
C  -2.933  -2.261  -2.594
C  -2.544  -3.548  -1.897
C  -3.098  -3.632  -0.488
O  -1.099  -3.744  -1.880
P  0.090  -2.732  -1.635
S  0.545  -1.444  -3.035
S  -0.156  -1.735  0.112
O  1.294  -3.739  -1.467
C  1.335  -4.743  -0.410
C  0.990  -6.094  -0.999
C  2.723  -4.703  0.190
H  -4.019  -2.173  -2.612
H  -2.562  -2.242  -3.618
H  -2.522  -1.402  -2.063
H  -2.892  -4.402  -2.478
H  -2.798  -2.761  0.093
H  -2.740  -4.529  0.017
H  -4.188  -3.667  -0.522
H  0.597  -4.466  0.350
H  1.729  -6.374  -1.750
H  0.009  -6.067  -1.470
H  0.985  -6.849  -0.212
H  3.460  -5.006  -0.555
H  2.777  -5.382  1.040
H  2.970  -3.697  0.532

total charge: +1
spin multiplicity: 1
HOMO (spin up / spin down): -10.534 / -10.535 eV
LUMO (spin up / spin down): -0.147 / -0.147 Eh
ΔE to the lowest compared entry with this formula, charge and spin: 106.9 kJ/mol
energy: -87641.6663 eV